[1]
{
  "formula": "C8H36N2O9",
  "method": "wB97M-V/def2-TZVPD",
  "total_energy_ha": -1112.96279,
  "homo_lumo_gap_ha": 0.339,
  "de_lowest_ev": 2.4658,
  "elements": ["C", "O", "C", "C", "C", "N", "H", "H", "H", "H", "H", "H", "H", "H", "H", "H", "H", "C", "O", "C", "C", "C", "N", "H", "H", "H", "H", "H", "H", "H", "H", "H", "H", "H", "O", "H", "H", "O", "H", "H", "O", "H", "H", "O", "H", "H", "O", "H", "H", "O", "H", "H", "O", "H", "H"],
  "positions_angstrom": [[-5.284, -3.291, -0.670], [-6.294, -2.487, -0.030], [-5.750, -1.387, 0.723], [-6.832, -0.895, 1.661], [-8.044, -0.422, 0.903], [-6.339, 0.121, 2.538], [-4.408, -3.491, -0.052], [-4.844, -2.769, -1.520], [-5.661, -4.243, -1.043], [-4.888, -1.627, 1.346], [-5.553, -0.611, -0.016], [-7.140, -1.671, 2.362], [-8.828, -0.134, 1.603], [-8.406, -1.164, 0.191], [-7.816, 0.526, 0.416], [-5.875, 0.755, 1.904], [-7.188, 0.622, 2.759], [2.440, 2.560, -3.594], [2.972, 1.316, -3.165], [4.390, 1.376, -3.205], [5.010, 0.101, -2.582], [6.523, 0.064, -2.258], [4.829, -0.962, -3.548], [2.071, 2.751, -4.602], [3.101, 3.412, -3.440], [1.578, 2.758, -2.958], [4.720, 1.487, -4.238], [4.784, 2.211, -2.627], [4.512, -0.138, -1.642], [6.827, -0.974, -2.121], [6.673, 0.517, -1.278], [7.123, 0.531, -3.039], [4.923, -1.861, -3.098], [3.885, -0.936, -3.907], [-2.814, 4.253, 1.555], [-2.563, 4.300, 2.478], [-2.295, 3.530, 1.202], [2.771, 5.040, 3.046], [3.350, 4.305, 3.249], [1.901, 4.739, 3.307], [0.990, -1.357, 6.818], [1.619, -1.247, 6.105], [0.432, -2.082, 6.536], [2.947, -3.336, 2.874], [2.162, -3.746, 3.239], [3.210, -3.917, 2.160], [5.528, 1.008, 3.555], [5.912, 0.791, 4.405], [5.323, 0.160, 3.161], [0.597, -2.094, -5.534], [0.558, -1.140, -5.465], [0.634, -2.265, -6.475], [0.665, 0.638, 0.846], [1.045, 0.612, -0.032], [0.817, -0.238, 1.200]],
  "forces_ev_per_angstrom": [[0.2, 0.8, -0.1], [1.2, -0.9, 0.3], [-1.1, -0.5, -0.3], [-0.8, -1.3, 0.0], [-0.4, 0.3, -0.1], [0.5, 1.0, -0.2], [-0.2, -0.1, 0.6], [-0.2, 0.3, -0.3], [-0.5, 0.2, 0.3], [0.3, -0.3, -0.4], [0.5, 0.4, 0.1], [0.0, -0.7, -0.5], [-0.3, -0.4, 0.1], [-0.1, 0.2, 0.0], [0.2, 0.0, -0.5], [0.5, 0.7, 0.2], [0.0, 0.5, 0.7], [-1.0, 1.0, 1.0], [0.4, 0.6, -0.6], [1.2, -0.8, 0.9], [0.4, -0.5, -0.6], [-0.8, 0.8, 0.4], [-0.6, -0.5, -0.6], [0.3, -1.2, -0.6], [0.5, -0.2, 0.4], [-0.1, 0.0, 0.1], [0.2, -0.1, -0.1], [-0.3, 0.4, 0.1], [-0.4, 0.3, 0.2], [-0.1, 0.0, -0.3], [0.3, 0.4, -0.1], [0.1, 0.0, 0.1], [0.1, -0.2, 0.0], [-0.2, -0.1, -0.1], [-0.2, 0.1, -0.1], [0.0, 0.0, 0.2], [0.2, -0.2, -0.1], [0.0, 0.2, -0.1], [0.2, -0.2, 0.0], [-0.2, -0.1, 0.0], [0.0, 0.1, 0.2], [0.2, 0.1, -0.2], [-0.2, -0.2, 0.0], [0.1, 0.3, 0.1], [-0.2, -0.1, 0.1], [0.1, -0.1, -0.2], [-0.1, 0.2, -0.1], [0.1, 0.0, 0.2], [-0.1, -0.2, -0.1], [0.0, -0.2, 0.2], [0.0, 0.3, 0.1], [0.0, -0.1, -0.2], [-0.2, 0.2, 0.1], [0.1, 0.0, -0.3], [0.0, -0.2, 0.1]],
  "lowdin_charge": [-0.1007, -0.1907, -0.1914, -0.4969, -0.0667, 0.0369, 0.0767, 0.0785, 0.0839, 0.1266, 0.1299, 0.1397, 0.0765, 0.0806, 0.0828, 0.0689, 0.0657, -0.1227, -0.1717, -0.2065, -0.4316, -0.0609, 0.0197, 0.0818, 0.0820, 0.0839, 0.1305, 0.1213, 0.1260, 0.0691, 0.0698, 0.0782, 0.0700, 0.0638, -0.0542, 0.0276, 0.0259, -0.0540, 0.0267, 0.0262, -0.0505, 0.0244, 0.0260, -0.0554, 0.0267, 0.0298, -0.0537, 0.0286, 0.0254, -0.0546, 0.0253, 0.0290, -0.0515, 0.0236, 0.0259]
}

=====

[2]
{
  "formula": "C2H2N2O2",
  "method": "wB97M-V/def2-TZVPD",
  "total_energy_ha": -337.20909,
  "homo_lumo_gap_ha": 0.367,
  "de_lowest_ev": 5.8595,
  "elements": ["O", "C", "N", "O", "H", "C", "N", "H"],
  "positions_angstrom": [[1.736, -0.054, 0.634], [0.562, -0.477, 0.198], [0.009, -1.408, -0.417], [-0.591, -0.788, 0.911], [2.249, -0.885, 0.664], [-1.279, 1.033, -0.593], [-0.380, 1.571, -1.102], [-2.306, 1.008, -0.295]],
  "forces_ev_per_angstrom": [[-0.6, 0.0, -0.6], [-0.6, -2.8, 1.8], [0.9, 0.1, -1.0], [0.4, 1.3, 0.1], [0.3, 0.5, -0.1], [0.3, 3.0, -1.5], [-1.0, -1.3, 0.9], [0.1, -0.8, 0.3]],
  "lowdin_charge": [0.1510, -0.6047, 0.2292, -0.0435, 0.1520, -0.0816, 0.1121, 0.0856]
}

=====

[3]
{
  "formula": "C17H18ClNO3S2",
  "method": "wB97M-V/def2-TZVPD",
  "total_energy_ha": -2195.67099,
  "homo_lumo_gap_ha": 0.314,
  "elements": ["C", "S", "O", "O", "C", "C", "C", "C", "Cl", "C", "N", "C", "O", "C", "C", "C", "S", "C", "C", "C", "C", "C", "C", "C", "H", "H", "H", "H", "H", "H", "H", "H", "H", "H", "H", "H", "H", "H", "H", "H", "H", "H"],
  "positions_angstrom": [[0.273, -1.613, -4.295], [1.707, -1.035, -3.346], [2.882, -1.704, -3.836], [1.709, 0.402, -3.348], [1.373, -1.632, -1.683], [2.220, -2.566, -1.123], [1.964, -3.017, 0.162], [0.865, -2.535, 0.848], [0.568, -3.101, 2.460], [-0.005, -1.592, 0.280], [-1.084, -1.146, 1.027], [-2.037, -0.237, 0.668], [-2.125, 0.252, -0.436], [-3.020, 0.108, 1.775], [-3.036, 1.627, 1.988], [-2.062, 2.094, 3.066], [-0.457, 1.223, 3.125], [0.400, 1.630, 1.628], [-0.002, 2.617, 0.744], [0.720, 2.823, -0.419], [1.846, 2.069, -0.698], [2.263, 1.106, 0.208], [1.544, 0.884, 1.365], [0.275, -1.141, -1.008], [-0.615, -1.154, -3.881], [0.414, -1.312, -5.325], [0.237, -2.692, -4.215], [3.066, -2.915, -1.691], [2.614, -3.739, 0.632], [-1.080, -1.475, 1.987], [-2.787, -0.409, 2.706], [-4.005, -0.213, 1.430], [-4.034, 1.953, 2.289], [-2.811, 2.097, 1.029], [-1.870, 3.165, 2.992], [-2.469, 1.886, 4.057], [-0.866, 3.230, 0.948], [0.392, 3.581, -1.114], [2.383, 2.214, -1.620], [3.145, 0.518, 0.005], [1.858, 0.133, 2.076], [-0.349, -0.387, -1.458]],
  "forces_ev_per_angstrom": [[0.7, 0.2, 0.6], [-0.3, -0.2, -0.3], [-0.1, -0.3, 0.1], [-0.3, 0.1, 0.1], [0.0, 0.0, -0.4], [0.2, -0.1, -0.1], [-0.1, 0.1, 0.0], [0.0, 0.1, -0.2], [0.0, -0.1, 0.1], [0.1, -0.2, -0.3], [0.1, -0.5, 0.3], [-0.2, -0.2, 0.4], [0.0, 0.1, -0.2], [-0.1, 0.3, -0.2], [0.0, -0.1, 0.0], [0.5, -0.1, -0.2], [0.0, 0.2, 0.3], [-0.3, 0.0, 0.3], [0.0, 0.0, 0.0], [0.0, 0.1, -0.1], [0.0, 0.1, 0.0], [0.1, 0.1, 0.0], [0.0, 0.1, 0.1], [-0.2, 0.1, 0.0], [-0.2, 0.1, 0.1], [0.2, 0.1, -0.1], [0.0, -0.2, 0.0], [0.1, -0.1, 0.0], [0.0, -0.1, 0.1], [-0.1, 0.3, -0.2], [0.0, -0.1, 0.0], [0.1, -0.1, 0.0], [0.0, 0.0, -0.1], [-0.1, 0.0, 0.1], [-0.1, 0.0, 0.1], [0.0, 0.1, 0.0], [-0.1, 0.0, 0.0], [0.0, 0.1, -0.1], [0.1, 0.0, -0.1], [0.1, -0.1, 0.0], [0.1, -0.1, 0.1], [-0.1, 0.1, 0.0]],
  "lowdin_charge": [-0.1155, 0.6532, -0.3199, -0.3104, -0.2807, -0.0548, -0.0832, -0.5750, 0.7329, -0.2399, 0.1072, -0.4786, 0.0831, -0.1179, -0.2367, -0.4509, 0.9526, -0.5245, -0.0924, -0.0643, -0.0868, -0.0829, -0.1314, 0.0049, 0.0616, 0.0682, 0.0678, 0.1126, 0.1099, 0.0713, 0.1048, 0.1263, 0.1128, 0.0983, 0.0736, 0.0730, 0.0969, 0.1085, 0.0970, 0.1132, 0.1027, 0.1133]
}